C7H10 | ωB97M-V/def2-TZVPD

Output
max |F|	3.4	eV/A
HOMO level	-7.51	eV
calculated total energy	-272.56788	Ha
orbital gap	8.418	eV
relative energy (zero: lowest compared OMol25 entry of this formula, charge and spin)	394.1	kJ/mol

Geometry as ORCA input:
```
! wB97M-V def2-TZVPD RIJCOSX def2/J DEFGRID3
* xyz 0 1
C 0.39128 1.01892 -1.77325
C 0.19851 1.42315 -0.51048
C -0.61856 0.73629 0.53182
C -1.38174 -0.58278 0.28212
C -0.31543 -1.52104 0.77223
C 1.00766 -1.10990 0.31959
C 0.64872 0.13501 1.05150
H 1.14702 1.49204 -2.38751
H 1.15918 -0.95440 -0.76729
H -0.29558 0.34466 -2.27946
H 0.70167 2.32335 -0.16308
H -1.14378 1.40744 1.22271
H -1.69465 -0.76201 -0.75001
H -2.28103 -0.62622 0.90196
H -0.54190 -2.47877 1.25181
H 1.82874 -1.66661 0.77464
H 1.21623 0.59423 1.85546
*
```